# 1
{"formula": "C35H43BrFIN7PReS", "method": "wB97M-V/def2-TZVPD", "homo_lumo_gap_ev": [5.1, 5.4], "total_charge": 2, "multiplicity": 2, "largest_force_ev_per_a": 2.52, "lumo_energy_ev": [-7.45, -7.13], "homo_ev": [-12.5, -12.5], "de_lowest_kj_mol": 236.1, "total_energy_ha": -5531.79902, "species": ["Re", "C", "C", "C", "C", "N", "C", "N", "C", "N", "C", "N", "C", "C", "C", "C", "C", "N", "C", "C", "C", "C", "C", "C", "H", "H", "H", "H", "H", "H", "H", "H", "H", "H", "H", "H", "C", "C", "P", "C", "C", "C", "C", "H", "H", "H", "H", "H", "H", "H", "H", "H", "H", "H", "H", "H", "H", "H", "C", "C", "N", "C", "S", "N", "C", "C", "H", "H", "H", "H", "H", "H", "H", "H", "H", "H", "H", "H", "F", "Br", "C", "C", "C", "C", "C", "C", "I", "H", "H", "H", "H"], "positions_angstrom": [[-0.490, 0.178, -0.163], [2.497, 3.385, 0.052], [3.071, 3.318, 1.314], [2.633, 2.340, 2.176], [1.639, 1.440, 1.779], [1.149, 1.450, 0.514], [1.562, 2.441, -0.300], [1.172, 0.632, 2.783], [0.087, -0.028, 2.800], [-0.818, -0.259, 1.747], [-1.910, -0.985, 2.248], [-2.951, -1.374, 1.622], [-3.306, -1.102, 0.330], [-4.606, -1.480, -0.031], [-5.097, -1.193, -1.284], [-4.279, -0.506, -2.178], [-3.001, -0.191, -1.786], [-2.489, -0.512, -0.580], [-1.668, -1.261, 3.662], [-2.409, -1.963, 4.595], [-1.896, -2.050, 5.883], [-0.687, -1.447, 6.225], [0.063, -0.751, 5.283], [-0.444, -0.678, 4.001], [2.767, 4.153, -0.657], [3.824, 4.034, 1.616], [2.984, 2.255, 3.193], [1.099, 2.502, -1.271], [-5.202, -1.966, 0.727], [-6.101, -1.483, -1.562], [-4.629, -0.213, -3.157], [-2.344, 0.354, -2.452], [-3.350, -2.426, 4.328], [-2.447, -2.595, 6.638], [-0.326, -1.524, 7.241], [1.003, -0.282, 5.537], [0.342, -3.485, 1.991], [-0.512, -3.473, 0.720], [0.083, -2.288, -0.549], [-0.753, -2.805, -2.123], [-1.479, -4.150, -2.109], [1.833, -2.802, -0.777], [1.998, -4.208, -1.355], [-0.190, -4.004, 2.787], [0.570, -2.480, 2.342], [1.283, -4.008, 1.827], [-1.552, -3.242, 0.954], [-0.499, -4.458, 0.254], [0.032, -2.813, -2.879], [-1.456, -2.023, -2.407], [-0.798, -4.979, -1.924], [-1.928, -4.308, -3.090], [-2.281, -4.177, -1.371], [2.302, -2.738, 0.205], [2.337, -2.066, -1.400], [1.513, -4.966, -0.740], [3.060, -4.444, -1.396], [1.611, -4.285, -2.370], [6.358, 0.520, -3.294], [6.585, 1.167, -1.933], [6.686, 0.190, -0.849], [5.648, -0.393, -0.251], [4.033, 0.017, -0.619], [5.874, -1.332, 0.681], [7.151, -1.636, 1.325], [7.480, -0.665, 2.455], [6.331, 1.283, -4.071], [5.410, -0.016, -3.300], [7.156, -0.186, -3.527], [5.763, 1.841, -1.697], [7.514, 1.735, -1.933], [7.613, -0.135, -0.624], [5.051, -1.627, 1.176], [7.945, -1.637, 0.576], [7.074, -2.651, 1.711], [7.617, 0.349, 2.079], [8.400, -0.974, 2.952], [6.679, -0.657, 3.195], [-1.209, 1.866, -0.677], [2.631, 2.532, -4.684], [1.275, 1.519, -5.524], [1.038, 1.696, -6.879], [0.056, 0.954, -7.518], [-0.697, 0.029, -6.811], [-0.474, -0.149, -5.455], [0.510, 0.594, -4.824], [0.984, 0.185, -2.790], [1.637, 2.409, -7.428], [-0.116, 1.095, -8.576], [-1.450, -0.566, -7.309], [-1.058, -0.869, -4.896]], "atomic_forces_ev_per_a": [[-0.8, 0.6, 2.3], [0.0, -0.1, 0.0], [0.0, 0.0, 0.0], [-0.1, -0.1, -0.1], [0.2, 0.2, -0.4], [-0.3, -0.3, 0.0], [0.2, 0.3, -0.2], [-0.3, -0.3, 0.3], [0.6, 0.3, 0.4], [0.4, 0.7, -2.3], [-0.7, -0.4, 0.0], [0.1, 0.0, 0.5], [0.0, 0.0, -0.6], [0.1, 0.1, 0.1], [0.1, 0.0, 0.0], [0.0, 0.0, 0.1], [-0.1, 0.0, -0.2], [0.2, 0.2, 0.1], [0.6, 0.2, 0.2], [-0.1, 0.0, -0.1], [-0.1, 0.0, 0.0], [0.1, 0.0, 0.0], [0.1, 0.0, 0.0], [-0.5, -0.2, -0.1], [0.0, 0.0, 0.0], [0.0, 0.0, 0.0], [0.0, 0.0, 0.0], [0.0, -0.1, 0.0], [0.0, 0.0, 0.0], [0.0, 0.0, 0.0], [0.0, 0.0, 0.0], [0.0, 0.0, 0.0], [0.0, 0.0, 0.0], [0.0, 0.0, 0.0], [0.0, 0.0, 0.0], [0.0, 0.0, 0.0], [0.0, 0.0, -0.1], [0.0, 0.4, 0.2], [0.1, -0.6, -0.8], [-0.1, 0.0, 0.1], [0.1, 0.1, 0.0], [-0.2, 0.2, 0.1], [-0.1, 0.0, 0.1], [0.0, 0.0, 0.0], [0.1, 0.0, 0.0], [0.0, 0.0, 0.0], [0.0, -0.1, -0.1], [0.0, 0.0, -0.1], [0.0, 0.0, 0.0], [0.1, 0.0, 0.0], [0.0, 0.0, 0.0], [0.0, 0.0, 0.0], [0.0, 0.0, 0.0], [0.0, 0.1, 0.0], [0.1, 0.1, 0.0], [0.0, 0.0, 0.0], [0.0, 0.0, 0.0], [0.0, 0.0, 0.0], [0.0, 0.0, 0.1], [-0.1, -0.1, -0.1], [0.1, 0.0, 0.0], [-0.5, 0.1, -0.1], [0.0, 0.1, 0.0], [0.4, -0.2, 0.2], [-0.1, 0.3, 0.0], [0.1, -0.1, -0.1], [0.0, 0.0, 0.0], [0.0, 0.0, 0.0], [0.0, 0.0, 0.0], [0.0, 0.0, 0.0], [0.0, 0.0, 0.1], [0.0, 0.0, 0.0], [-0.1, 0.0, -0.1], [0.0, -0.2, 0.0], [0.1, 0.0, -0.1], [0.0, 0.0, 0.0], [0.0, 0.0, 0.0], [0.0, 0.0, 0.0], [0.4, -1.0, 0.0], [0.0, 0.0, -0.1], [0.1, 0.0, 0.3], [0.0, 0.0, -0.1], [0.0, 0.0, 0.0], [0.0, 0.0, 0.0], [-0.1, -0.1, 0.1], [-0.3, 0.0, 0.2], [0.3, 0.0, -0.1], [0.0, 0.0, 0.0], [0.0, 0.0, 0.0], [0.0, 0.0, 0.0], [0.0, 0.0, 0.0]], "mulliken_charge": [1.224, -0.939, -0.575, -0.550, 0.306, 0.156, -0.211, -0.443, -0.563, -0.160, -0.082, -0.443, 0.454, -0.688, -0.535, -0.889, -0.330, 0.288, 0.431, -0.241, -0.734, -0.674, -0.333, 0.980, 0.504, 0.487, 0.574, 0.494, 0.569, 0.469, 0.494, 0.516, 0.570, 0.450, 0.444, 0.575, -1.783, -0.740, 0.514, -0.065, -1.677, -0.226, -1.394, 0.410, 0.466, 0.357, 0.377, 0.824, 0.768, -0.015, 0.331, 0.445, 0.364, 0.395, 0.243, 0.312, 0.429, 0.316, -0.866, -0.668, -0.037, -0.127, 0.086, -0.140, -0.742, -0.907, 0.355, 0.150, 0.333, 0.237, 0.449, 0.200, 0.230, 0.341, 0.383, 0.253, 0.389, 0.277, -0.780, -0.143, -0.130, -0.535, -0.564, -0.778, -0.110, 0.557, 0.474, 0.424, 0.395, 0.415, 0.331]}

=====

# 2
{"formula": "C35H43BrGeN4O2S4SbTl", "method": "wB97M-V/def2-TZVPD", "homo_lumo_gap_ev": 5.2, "total_charge": -2, "largest_force_ev_per_a": 1.11, "lumo_energy_ev": 4.11, "homo_ev": -1.1, "de_lowest_kj_mol": 0.0, "total_energy_ha": -8385.46627, "species": ["Tl", "C", "C", "C", "C", "C", "Br", "N", "C", "H", "H", "H", "H", "H", "H", "S", "Sb", "S", "S", "S", "C", "C", "C", "O", "H", "H", "H", "H", "H", "H", "C", "N", "C", "C", "N", "H", "H", "H", "H", "H", "H", "C", "N", "C", "C", "C", "O", "H", "H", "H", "H", "H", "H", "H", "H", "H", "C", "Ge", "C", "C", "C", "C", "C", "C", "C", "C", "C", "C", "C", "C", "C", "C", "C", "C", "C", "C", "H", "H", "H", "H", "H", "H", "H", "H", "H", "H", "H", "H", "H", "H", "H", "H"], "positions_angstrom": [[-1.102, 0.716, -1.254], [2.878, 2.663, 1.436], [1.401, 2.837, 1.604], [0.856, 3.541, 2.609], [-0.565, 3.741, 2.733], [-1.317, 3.125, 1.747], [-3.246, 3.266, 1.966], [-0.918, 2.467, 0.698], [0.533, 2.338, 0.457], [3.422, 3.050, 2.304], [3.235, 3.200, 0.539], [3.156, 1.618, 1.297], [1.508, 3.946, 3.384], [-1.015, 4.281, 3.552], [0.780, 2.966, -0.424], [-5.292, 0.942, -4.582], [-3.040, 0.532, -4.391], [-2.208, 2.336, -2.963], [-2.904, -1.124, -2.420], [-1.859, -2.643, -3.276], [0.666, -1.568, -4.018], [0.098, -2.206, -2.748], [0.600, -3.641, -2.576], [0.110, -1.470, -1.668], [0.421, -2.150, -4.909], [1.762, -1.502, -3.915], [0.286, -0.556, -4.128], [1.689, -3.624, -2.419], [0.381, -4.246, -3.466], [0.127, -4.096, -1.705], [0.170, 4.538, -4.783], [1.370, 3.901, -4.229], [2.380, 4.786, -3.665], [1.213, 2.697, -3.660], [1.048, 1.683, -3.127], [0.446, 5.115, -5.667], [-0.300, 5.201, -4.051], [-0.553, 3.772, -5.049], [2.780, 5.424, -4.454], [3.189, 4.194, -3.247], [1.964, 5.421, -2.878], [-6.236, -0.554, -0.150], [-4.941, 0.094, -0.021], [-4.795, 1.361, -0.744], [-3.947, -0.416, 0.739], [-4.321, -1.541, 1.686], [-2.782, -0.011, 0.707], [-6.648, -0.285, -1.121], [-6.941, -0.239, 0.629], [-6.141, -1.637, -0.121], [-5.431, 2.122, -0.283], [-5.074, 1.244, -1.794], [-3.777, 1.712, -0.686], [-5.299, -1.382, 2.146], [-3.560, -1.589, 2.461], [-4.333, -2.493, 1.144], [0.803, 0.896, -0.067], [1.137, -0.690, 1.050], [0.321, -2.482, 1.003], [-1.023, -2.645, 1.352], [-1.575, -3.913, 1.488], [-0.790, -5.045, 1.286], [0.546, -4.896, 0.934], [1.097, -3.623, 0.799], [3.051, -1.063, 0.669], [4.092, -0.872, 1.582], [5.417, -1.119, 1.228], [5.726, -1.573, -0.050], [4.705, -1.756, -0.978], [3.385, -1.495, -0.623], [0.984, -0.477, 3.013], [0.155, 0.466, 3.622], [0.076, 0.562, 5.009], [0.808, -0.303, 5.814], [1.589, -1.295, 5.226], [1.667, -1.382, 3.839], [1.568, 0.878, -0.840], [-1.638, -1.762, 1.492], [-2.621, -4.027, 1.757], [-1.218, -6.035, 1.400], [1.159, -5.773, 0.751], [2.139, -3.523, 0.516], [3.869, -0.518, 2.585], [6.209, -0.955, 1.952], [6.756, -1.781, -0.322], [4.939, -2.103, -1.979], [2.586, -1.620, -1.357], [-0.447, 1.132, 3.015], [-0.558, 1.323, 5.454], [0.764, -0.215, 6.895], [2.131, -2.003, 5.847], [2.264, -2.172, 3.389]], "atomic_forces_ev_per_a": [[0.4, -0.1, -0.3], [0.0, 0.2, 0.0], [0.0, -0.1, -0.2], [-0.2, 0.0, 0.1], [0.0, 0.0, 0.0], [0.5, 0.1, -0.2], [-0.1, 0.0, 0.0], [-0.1, 0.1, 0.5], [0.1, -0.1, 0.2], [0.0, 0.0, -0.1], [0.0, -0.1, 0.1], [0.1, -0.1, 0.0], [0.0, 0.0, -0.1], [0.0, -0.1, 0.0], [0.0, 0.0, -0.1], [0.0, 0.0, 0.0], [-0.1, -0.2, 0.1], [0.1, -0.4, 0.5], [0.0, 0.3, -0.2], [0.0, -0.1, 0.1], [0.1, 0.0, 0.1], [-0.3, 0.1, 0.2], [0.0, 0.0, 0.1], [0.2, 0.0, -0.7], [0.0, 0.0, 0.1], [-0.1, 0.0, 0.0], [-0.1, 0.1, 0.0], [-0.1, 0.0, 0.0], [0.1, 0.1, 0.1], [0.0, 0.0, -0.1], [0.1, -0.1, 0.1], [-0.1, -0.3, -0.2], [-0.2, -0.1, 0.0], [-0.1, 0.2, 0.4], [0.5, 0.3, -0.5], [0.0, 0.0, 0.0], [0.0, 0.0, 0.0], [0.0, 0.0, 0.0], [0.0, 0.0, 0.0], [0.0, 0.0, 0.0], [0.0, 0.0, 0.1], [0.1, 0.1, 0.1], [0.0, 0.1, 0.0], [-0.1, -0.2, 0.0], [0.0, 0.1, -0.1], [-0.1, 0.0, -0.1], [-0.4, 0.0, 0.0], [0.0, 0.0, 0.0], [0.0, 0.0, 0.0], [0.0, 0.0, 0.0], [0.0, 0.0, 0.0], [0.0, -0.1, 0.0], [0.2, 0.0, 0.1], [0.1, 0.0, -0.1], [0.0, 0.0, 0.0], [0.0, 0.1, 0.1], [-1.1, 0.1, 0.1], [0.4, 0.1, 0.3], [-0.2, -0.1, -0.2], [0.1, -0.1, -0.1], [0.1, 0.0, 0.0], [0.1, 0.1, 0.0], [0.0, 0.1, 0.1], [-0.2, 0.0, 0.1], [0.2, 0.0, -0.1], [0.0, -0.1, -0.1], [-0.1, 0.0, -0.1], [-0.1, 0.0, 0.0], [0.0, 0.0, 0.1], [0.0, 0.0, 0.0], [0.0, 0.1, 0.2], [0.0, -0.1, 0.0], [0.0, -0.1, 0.0], [0.0, 0.0, -0.1], [0.0, 0.1, -0.1], [-0.1, 0.1, 0.0], [0.0, -0.1, 0.0], [0.1, -0.1, 0.0], [0.1, 0.0, 0.0], [0.0, 0.0, 0.0], [0.0, 0.0, 0.0], [0.0, 0.0, 0.0], [0.0, 0.0, -0.1], [0.0, 0.0, 0.0], [0.0, 0.0, 0.0], [0.0, 0.0, 0.0], [0.1, 0.0, 0.1], [0.1, 0.1, 0.0], [0.0, 0.0, 0.0], [0.0, 0.0, 0.0], [0.0, 0.1, 0.0], [0.0, 0.1, 0.1]], "mulliken_charge": [1.653, -1.687, 1.012, -0.376, -1.064, 0.013, -0.282, -0.453, 0.639, 0.378, 0.231, 0.246, 0.265, 0.331, 0.319, -0.775, 0.213, -0.588, -0.330, -0.200, -1.007, 0.583, -1.381, -0.053, 0.354, 0.269, -0.001, 0.267, 0.509, 0.230, -0.888, -0.015, -1.005, 0.327, -0.337, 0.298, 0.299, 0.315, 0.330, 0.350, 0.319, -1.204, 0.615, -0.327, 0.323, -2.024, 0.235, 0.387, 0.280, 0.368, 0.311, -0.086, -0.045, 0.501, 0.458, 0.297, -0.921, 0.704, 0.799, 0.266, -0.312, -0.693, -0.684, -0.527, -0.249, -0.284, -0.725, -0.609, -0.871, -0.388, 0.184, -0.434, -0.735, -0.525, -0.817, -0.706, 1.236, -0.583, 0.228, 0.328, 0.359, 0.242, 0.414, 0.397, 0.336, 0.416, 0.431, 0.682, 0.456, 0.360, 0.381, 0.442]}